Entry 1:
2 unconnected molecules or ions with the total composition C4H4N2, computed with the ωB97M-V functional and the def2-TZVPD basis.

ΔE to the lowest compared entry with this formula, charge and spin: 84.1 kcal per mole
HOMO energy: -0.3079 hartree
HOMO-LUMO gap: 8.59 eV
SMILES: C=C=C=N.C#N

Each line ends with the natural charge from an NBO analysis.
CARTESIAN COORDINATES (ANGSTROEM)
C -0.155 -1.866 -0.389  -0.316
C -0.778 -0.722 -0.150  -0.194
C -1.313 0.408 0.068  0.342
N -1.694 1.560 0.213  -0.635
H -0.507 -2.684 0.240  0.205
H 0.710 -1.962 -1.124  0.233
H -2.376 1.827 0.923  0.373
C 2.083 1.165 0.066  0.086
N 1.687 0.306 -0.556  -0.325
H 2.342 1.967 0.710  0.230

***

Entry 2:
A single C4H4N2 molecule, computed with the ωB97M-V functional and the def2-TZVPD basis.

ΔE to the lowest compared entry with this formula, charge and spin: 99.8 kcal per mole
HOMO energy (spin up / spin down): -0.3266 / -0.3304 hartree
HOMO-LUMO gap (spin up / spin down): 7.19 / 7.26 eV

Each line ends with the natural charge from an NBO analysis.
CARTESIAN COORDINATES (ANGSTROEM)
C 0.384 -1.124 -0.792  0.058
C -0.840 -0.315 -0.819  -0.480
N -1.059 0.837 0.025  -0.362
C -0.095 1.128 0.807  0.208
N 1.104 0.413 0.988  -0.361
C 1.258 -0.676 0.304  -0.026
H -1.705 -0.987 -0.640  0.302
H -1.010 -0.014 -1.871  0.287
H -0.192 1.994 1.458  0.185
H 2.154 -1.256 0.539  0.190

***

We obtain F_max values of 1.8, 0.7 eV/Å for the records listed above, in that order.